Entry from the OMol25 dataset: a structure of composition C6H14O3Rb in a non-equilibrium geometry (ωB97M-V with the def2-TZVPD basis set).

The total charge is +1. The calculation puts the HOMO energy (spin up / spin down) at -11.546 / -11.544 eV. The maximum force is 1.5 eV/Å. As for the frontier orbital gap (spin up / spin down): 7.915 / 7.913 eV. The LUMO energy (spin up / spin down) is -3.6 / -3.6 eV. The calculation puts the electronic energy at -486.5115 a.u.

Positions of all 24 atoms, in Å:
H  -0.524  1.865  -3.019
H  -2.035  0.252  1.345
H  -0.798  -0.477  -4.340
H  1.516  -1.819  4.127
H  -1.942  0.074  -3.070
H  2.057  -0.205  3.788
O  0.043  -0.045  -2.493
H  1.456  2.905  -1.797
C  1.085  1.894  -1.569
H  -1.221  -1.566  -2.979
H  1.945  1.291  -1.239
Rb  1.556  -2.011  -0.500
C  -1.943  -0.508  2.125
C  0.137  -0.592  3.289
H  -0.368  -0.203  4.184
H  1.054  1.324  -3.657
O  2.012  -1.463  2.118
C  -1.039  -0.524  -3.266
H  -2.427  -1.438  1.818
C  0.393  1.303  -2.774
C  1.523  -1.064  3.293
H  -2.329  -0.151  3.085
O  -0.534  -0.804  2.243
H  0.382  1.962  -0.714